No. 1
{
  "formula": "C3H7NO2S",
  "method": "ωB97M-V/def2-TZVPD",
  "total_charge": 0,
  "energy_ha": -721.947018,
  "gap_ev": 9.93,
  "lumo_ha": 0.024,
  "species": ["N", "H", "O", "H", "C", "H", "C", "H", "S", "H", "H", "C", "H", "O"],
  "xyz": [[-0.14017, -0.46580, -1.65289], [-0.88431, 1.11658, -0.53513], [1.14988, 2.05599, 0.47835], [0.68394, -0.99748, -1.88839], [-0.16926, 0.29547, -0.43629], [2.05853, 2.35730, 0.62222], [1.20320, 0.89803, -0.20288], [-0.99775, -0.96743, -1.82183], [-2.15369, -1.23223, 0.65144], [-0.48361, 0.15977, 1.72615], [-2.23079, -1.83029, 1.84568], [-0.49554, -0.49774, 0.85435], [0.22833, -1.29560, 0.94289], [2.23125, 0.40344, -0.58367]],
  "forces_ev_per_angstrom": [[-0.4818, 0.2538, -0.4518], [-0.0064, -0.0395, 0.0338], [-0.1308, -0.0483, 0.1365], [0.0511, 0.0611, 0.4956], [0.3894, -0.0796, 0.3366], [0.0578, -0.0443, -0.0380], [0.1394, 0.0439, -0.4789], [0.1267, -0.1439, -0.0232], [-0.0299, 0.1193, 0.0274], [0.0509, -0.0908, -0.1051], [0.0603, -0.0007, 0.0132], [-0.3820, 0.0728, -0.3079], [0.2404, -0.1524, 0.1931], [-0.0851, 0.0487, 0.1688]],
  "mulliken_charge": [-0.5330, 0.3068, -0.4385, 0.2043, 0.0756, 0.3424, 0.3926, 0.2454, -0.2438, 0.3844, 0.1366, -0.6509, 0.3371, -0.5589]
}

No. 2
{
  "formula": "C3H7NO2S",
  "method": "ωB97M-V/def2-TZVPD",
  "total_charge": 0,
  "energy_ha": -721.769380,
  "gap_ev": 9.18,
  "lumo_ha": 0.013,
  "species": ["C", "H", "C", "N", "S", "H", "H", "H", "O", "H", "H", "O", "C", "H"],
  "xyz": [[2.16515, -0.65490, 0.12756], [2.21123, -0.13351, 1.10099], [-1.07672, 1.45972, -0.98461], [-0.70064, -0.94742, 0.21866], [-0.09606, 0.65968, 0.02185], [3.10088, -0.41627, -0.34458], [-1.52735, 0.71057, -1.74499], [2.02398, -1.69333, 0.27526], [1.35857, 0.18163, -0.66262], [-2.41773, -1.87964, 0.79703], [-0.82858, 2.43699, -1.34478], [0.09875, 1.25913, 1.33771], [-1.89519, -0.98986, 0.55832], [-2.41630, 0.00721, 0.64419]],
  "forces_ev_per_angstrom": [[1.8955, 2.7156, 1.4836], [0.1665, -0.6907, 0.0188], [-0.7559, -2.5282, -1.4027], [1.8189, -0.0034, -0.5669], [0.0545, 0.0250, 0.0590], [0.8969, -0.7048, 0.0665], [0.9316, 1.4701, 1.1950], [-0.9847, -0.9721, -0.5418], [-3.1531, 0.3288, 0.1163], [-0.2088, -1.0163, 0.0477], [0.1531, 0.3531, 0.2556], [0.7984, -0.7111, -1.2058], [-1.4443, 2.8815, 0.4343], [-0.1686, -1.1475, 0.0403]],
  "mulliken_charge": [-0.7210, 0.3521, -0.7627, -0.3722, 0.9110, 0.2814, 0.2289, 0.2786, -0.2654, 0.3109, 0.3251, -0.6054, -0.2397, 0.2783]
}

No. 3
{
  "formula": "C3H7NO2S",
  "method": "ωB97M-V/def2-TZVPD",
  "total_charge": 0,
  "energy_ha": -721.886787,
  "gap_ev": 9.12,
  "lumo_ha": 0.024,
  "species": ["H", "O", "S", "N", "H", "H", "C", "H", "H", "C", "H", "C", "H", "O"],
  "xyz": [[1.39265, 1.69240, 1.29983], [-1.32197, 0.17987, -0.07675], [2.13776, -1.56438, -0.04360], [0.48615, -1.19461, 0.06929], [-0.01814, 2.07742, -0.55336], [1.23995, 1.10915, -1.43877], [-2.12977, -0.96948, 0.17417], [2.70719, -0.36301, 0.05024], [-1.88477, -1.41752, 1.16084], [0.73941, 1.25186, -0.46881], [-1.98096, -1.69207, -0.62732], [0.00991, -0.03290, -0.14243], [-3.15931, -0.64635, 0.17011], [1.78190, 1.56964, 0.42653]],
  "forces_ev_per_angstrom": [[0.1305, 0.0265, 0.0239], [-0.1204, 0.0391, 0.0805], [-0.2278, -0.3545, -0.0380], [-0.0857, 0.6213, -0.1659], [0.6986, -0.7093, 0.0205], [-0.2646, 0.1234, 0.1431], [0.2991, -0.3654, 0.3914], [0.1036, 0.2951, 0.0012], [-0.0420, 0.1904, -0.6882], [-0.4088, 0.3927, -0.6492], [0.0561, -0.1731, 0.1699], [0.1860, -0.4705, 0.3474], [-0.1794, 0.2846, 0.0041], [-0.1451, 0.0998, 0.3595]],
  "mulliken_charge": [0.3369, -0.3359, -0.1807, -0.5139, 0.2467, 0.3132, -0.6482, 0.1673, 0.2816, -0.6337, 0.2914, 0.9342, 0.2394, -0.4981]
}

No. 4
{
  "formula": "C3H7NO2S",
  "method": "ωB97M-V/def2-TZVPD",
  "total_charge": 0,
  "energy_ha": -721.958602,
  "gap_ev": 10.01,
  "lumo_ha": 0.025,
  "species": ["O", "H", "O", "H", "N", "C", "C", "H", "H", "S", "H", "H", "C", "H"],
  "xyz": [[0.25342, 0.53236, -2.68231], [-0.15952, -1.24004, -1.40251], [1.72173, 1.20105, -1.10482], [-0.48387, 1.29522, 0.75165], [0.49236, -0.72060, -0.83637], [-0.73565, 0.30126, 1.05337], [0.34060, -0.66834, 0.61278], [-1.80290, -0.83223, 2.85048], [-1.63476, 0.08917, 0.47088], [-1.05418, 0.27677, 2.82144], [0.27819, -1.68048, 0.98728], [0.58702, 1.37103, -3.04070], [0.89603, 0.41185, -1.47934], [1.30154, -0.33701, 0.99818]],
  "forces_ev_per_angstrom": [[0.3558, 0.3238, 0.2157], [-0.2950, -0.1226, 0.3744], [-0.0582, 0.3505, 0.3225], [0.4562, 0.7469, 0.1218], [-0.2163, 0.2126, -0.2619], [-0.7366, -1.0672, -0.5242], [1.3489, 0.0592, -0.2172], [0.0275, -0.0416, -0.0708], [-0.2456, -0.0958, 0.3074], [-0.0228, 0.2094, 0.2170], [-0.6558, -0.2173, 0.1145], [-0.0429, -0.2610, -0.1386], [-0.0322, -0.3058, -0.5494], [0.1171, 0.2089, 0.0886]],
  "mulliken_charge": [-0.4899, 0.2513, -0.5600, 0.3527, -0.2425, -0.6857, -0.5664, 0.1202, 0.3661, -0.2112, 0.4381, 0.3372, 0.5964, 0.2936]
}

No. 5
{
  "formula": "C3H7NO2S",
  "method": "ωB97M-V/def2-TZVPD",
  "total_charge": 0,
  "energy_ha": -721.674338,
  "gap_ev": [6.70, 7.77],
  "spin_multiplicity": 3,
  "lumo_ha": [0.025, -0.110],
  "s_squared": 2.006,
  "species": ["H", "C", "N", "H", "H", "S", "O", "H", "H", "C", "H", "O", "H", "C"],
  "xyz": [[0.19203, 2.05628, -0.23339], [0.03855, 1.02585, -0.37013], [-0.30507, 0.57438, 2.25881], [-0.34028, -1.31486, -2.60255], [-0.03010, -1.76863, -0.95514], [0.89763, 0.30973, 1.03669], [1.10872, -1.12387, 0.97716], [-0.65721, 0.62910, -2.32631], [-1.71410, -1.42275, -1.46593], [-0.68485, -1.30753, -1.61472], [0.24803, 1.27419, 2.85991], [2.11311, 1.10496, 1.17832], [-0.45678, -0.33744, 2.61317], [-0.40968, 0.30058, -1.35589]],
  "forces_ev_per_angstrom": [[-0.5982, 1.2948, -0.2688], [4.1593, 3.0406, 9.2354], [3.1947, 2.7379, -1.0410], [0.0533, -0.8354, -1.4855], [0.7151, -1.5960, 1.1511], [1.0007, -0.1380, -1.2968], [-0.8410, 0.5781, -0.1395], [0.5988, 1.5429, -0.7909], [-1.4541, -0.9680, 0.0794], [0.8961, 4.8099, 1.6066], [-1.5978, -1.6337, -0.3306], [-1.5240, 0.0141, 0.9281], [-0.0908, -0.8582, 1.1235], [-4.5120, -7.9890, -8.7710]],
  "mulliken_charge": [0.3923, -0.5167, -0.5953, 0.3404, 0.3266, 1.0782, -0.6331, 0.4044, 0.2897, -0.8899, 0.3246, -0.6231, 0.2993, -0.1974]
}

No. 6
{
  "formula": "C3H7NO3",
  "method": "ωB97M-V/def2-TZVPD",
  "total_charge": 0,
  "energy_ha": -398.971042,
  "gap_ev": 10.32,
  "lumo_ha": 0.025,
  "species": ["H", "H", "H", "H", "O", "C", "H", "O", "H", "N", "H", "C", "C", "O"],
  "xyz": [[1.32009, -1.43249, 1.42020], [-1.86797, 0.94531, 0.69923], [2.36106, 2.20328, -3.72235], [2.35909, 0.75335, -3.50258], [-1.56294, -1.82460, 2.09631], [-2.01333, -0.73959, 1.79415], [-0.44676, -1.28937, -0.29160], [1.76377, 1.51105, -3.41325], [-0.06332, 0.45311, -0.56293], [-1.42562, 0.06499, 0.87735], [-2.95417, -0.33827, 2.19326], [1.03245, -0.46537, 1.00598], [-0.22833, -0.32978, 0.17516], [1.72597, 0.48838, 1.23106]],
  "forces_ev_per_angstrom": [[-0.1976, -0.5020, -0.0747], [0.1584, 0.2374, -0.1596], [-0.3501, 0.3405, 0.0862], [-0.4164, -0.1850, 0.1769], [-0.0319, 0.0297, 0.1694], [0.2922, -0.3285, -0.4260], [0.1665, -0.0711, -0.2754], [0.7455, -0.1708, -0.2419], [0.2617, -0.2121, -0.1715], [-0.3521, 0.0952, 0.8870], [-0.0276, 0.0657, 0.1130], [-0.0359, 0.6146, 0.4224], [-0.4136, -0.1962, -0.5084], [0.2010, 0.2827, 0.0024]],
  "mulliken_charge": [0.3741, 0.2265, 0.3151, 0.3137, -0.5516, 0.0263, 0.2347, -0.6245, 0.3812, -0.1341, 0.3578, 0.0494, -0.5157, -0.4531]
}

No. 7
{
  "formula": "C3H7NO3",
  "method": "ωB97M-V/def2-TZVPD",
  "total_charge": 0,
  "energy_ha": -398.886124,
  "gap_ev": 9.57,
  "lumo_ha": 0.025,
  "species": ["H", "H", "H", "H", "C", "C", "H", "O", "H", "O", "H", "C", "O", "N"],
  "xyz": [[-1.10968, 1.92336, -0.58834], [-1.17597, -2.27858, 1.36328], [0.16863, -1.35128, 2.00442], [0.56014, 2.44516, 0.02546], [-0.11018, 1.62440, -0.24740], [-0.30587, -1.68817, 1.08811], [-0.00950, 0.30077, -2.03778], [-1.74778, -0.53281, -0.44119], [0.40065, -2.30476, 0.53290], [-0.22348, 0.74371, 0.85158], [1.99483, 0.23959, -0.28681], [-0.75621, -0.53853, 0.23335], [1.84495, 0.58778, -1.18355], [0.46947, 0.82936, -1.31400]],
  "forces_ev_per_angstrom": [[0.3234, 0.3273, 0.1108], [-0.0455, -0.0893, -0.2845], [0.1247, 0.2433, -0.1258], [-0.3162, -0.0892, -0.0691], [-0.0002, -1.1952, -1.6801], [0.4926, -0.1770, -0.3400], [0.3778, 0.3411, 0.5765], [1.3486, 0.0079, -0.2149], [-0.0057, -0.1603, 0.0395], [-0.4528, -2.3040, -0.9161], [-0.3089, -0.0918, -0.2874], [-2.0281, 1.8564, 3.3457], [0.1404, 0.0179, -0.0684], [0.3500, 1.3130, -0.0863]],
  "mulliken_charge": [0.3136, 0.3191, 0.3362, 0.2888, -0.2739, -1.1108, 0.2641, -0.5009, 0.2657, -0.4151, 0.3206, 0.8607, -0.3810, -0.2874]
}

No. 8
{
  "formula": "C3H7NO4",
  "method": "ωB97M-V/def2-TZVPD",
  "total_charge": 0,
  "energy_ha": -474.212226,
  "gap_ev": 10.25,
  "lumo_ha": 0.012,
  "species": ["O", "C", "H", "O", "C", "H", "O", "N", "C", "H", "H", "H", "O", "H", "H"],
  "xyz": [[-0.83656, -2.80981, -0.43131], [0.58289, -0.05582, 1.36259], [0.52599, 0.00821, 2.54714], [1.03104, 1.84221, -0.05388], [0.22171, 1.20817, 0.64300], [-1.62295, 1.74154, -0.01543], [0.43659, 1.20866, -2.44957], [-0.26769, -1.14343, 0.93579], [-0.00215, -2.03984, -0.05885], [1.65698, -0.32897, 1.31488], [0.16009, 1.70926, -1.67407], [0.68133, 1.81509, -3.11816], [-1.14246, 1.20053, 0.65303], [0.98322, -1.94282, -0.36033], [-1.23439, -1.20606, 1.32877]],
  "forces_ev_per_angstrom": [[-0.3898, -1.0513, -0.7692], [1.0802, -1.2154, 3.5758], [-0.4108, 0.3697, -2.3121], [-2.8935, -0.6375, 2.5681], [1.3318, -0.1399, -2.2676], [0.9130, -0.1142, 0.5221], [-0.7793, -1.3483, 0.4948], [-1.1174, -0.1641, 1.0225], [-1.7879, 1.0749, 1.8263], [-0.6103, 0.3407, -0.8239], [0.5096, 0.2204, -0.3673], [0.3168, 1.0279, -0.9151], [0.1019, 1.5634, -0.6386], [2.3623, -0.1500, -1.2799], [1.3734, 0.2236, -0.6360]],
  "mulliken_charge": [-0.5712, -0.5662, 0.2683, -0.5764, 0.6891, 0.3365, -0.5799, -0.2137, 0.0893, 0.3750, 0.2696, 0.2806, -0.4312, 0.3653, 0.2650]
}

No. 9
{
  "formula": "C3H7NO4S",
  "method": "ωB97M-V/def2-TZVPD",
  "total_charge": 0,
  "energy_ha": -872.239797,
  "gap_ev": 10.48,
  "lumo_ha": 0.018,
  "species": ["O", "C", "O", "H", "H", "N", "S", "H", "H", "H", "C", "C", "H", "O", "H", "O"],
  "xyz": [[4.68145, -0.96335, -0.69005], [-1.28519, 0.21319, 1.57123], [0.74523, -1.41547, 1.18234], [1.20694, 0.87475, -0.31972], [-0.88394, 0.11753, 2.50807], [3.72008, -0.96626, 0.03361], [-0.29218, -0.82749, 0.40780], [-0.49044, -0.60139, -2.38800], [2.38814, -2.09021, 0.70449], [-2.26659, -0.04776, 1.60391], [0.51341, 0.29522, -0.78373], [0.37161, 0.14528, -2.08599], [0.82651, 0.61867, -2.97237], [3.16052, -2.17128, 0.24317], [-1.28967, 1.25802, 1.25140], [-1.15218, -1.73059, -0.41359]],
  "forces_ev_per_angstrom": [[-1.9014, -0.9406, 1.4154], [1.8250, 1.0275, -2.8358], [1.0766, -0.4429, 1.1631], [1.9806, 1.7854, 1.2444], [1.3192, -0.2598, 2.2329], [0.8440, 1.3973, -0.6745], [-3.0757, -0.4963, -3.3320], [1.8769, 1.3648, 0.5594], [-3.6407, 1.2119, 2.2871], [-2.7918, -1.3489, -0.2938], [-1.3258, -1.5746, -0.5092], [-2.9537, -1.9729, -1.1900], [0.1994, 0.0624, 1.1438], [4.8135, -1.6738, -3.1252], [0.4364, -0.1224, -0.1082], [1.3176, 1.9828, 2.0226]],
  "mulliken_charge": [-0.3834, -1.0757, -0.7529, 0.4475, 0.4114, 0.2596, 1.2546, 0.1904, 0.4836, 0.3851, -0.4771, -0.4182, 0.2982, -0.2620, 0.3170, -0.6779]
}

No. 10
{
  "formula": "C3H7NO5",
  "method": "ωB97M-V/def2-TZVPD",
  "total_charge": 0,
  "energy_ha": -549.172040,
  "gap_ev": [8.37, 8.37],
  "lumo_ha": [-0.047, -0.047],
  "species": ["C", "H", "H", "O", "C", "O", "H", "H", "H", "C", "O", "O", "H", "H", "O", "N"],
  "xyz": [[-2.43396, 1.85985, 4.42193], [-3.45072, 1.52887, 4.03645], [-4.04246, 1.84526, 6.88582], [0.19747, -0.15288, 1.40793], [-3.07074, 2.38409, 6.76036], [-3.37778, 3.73287, 6.47546], [-3.99428, 5.56865, 7.28378], [-3.58238, 4.37891, 8.52592], [-2.06271, 2.86280, 4.00297], [-4.04064, 4.49537, 7.54055], [-1.56688, 0.85445, 3.93332], [-2.31857, 1.63311, 5.80343], [-5.09835, 4.23351, 7.63047], [-2.46195, 2.24825, 7.67275], [-1.53354, 1.06477, 2.50506], [-0.97260, 0.12964, 1.36090]],
  "forces_ev_per_angstrom": [[-1.0362, -0.0546, -0.9826], [0.6870, 1.1144, 0.4670], [0.4347, 0.2297, 0.0398], [-5.8988, 1.1712, 0.4263], [-1.1599, -1.0345, 0.5372], [0.4604, 0.5225, 0.3019], [0.1852, -0.6698, -0.1893], [0.2689, -0.2631, -0.1699], [-0.8108, -1.1476, 1.0198], [0.3127, -0.3081, -0.7229], [1.8216, -1.0947, -0.3230], [0.2285, 1.7365, -0.2533], [0.0587, -0.2469, -0.1513], [-0.3026, 0.3914, -0.2159], [-0.8144, 0.2276, -0.9284], [5.5651, -0.5739, 1.1447]],
  "mulliken_charge": [-0.0594, 0.2298, 0.3262, -0.1666, -0.3433, -0.2960, 0.2339, 0.2977, 0.2155, -0.6756, -0.1686, -0.2662, 0.2849, 0.2854, -0.2388, 0.3412]
}

No. 11
{
  "formula": "C3H7NOP",
  "method": "ωB97M-V/def2-TZVPD",
  "total_charge": 1,
  "energy_ha": -589.453861,
  "gap_ev": [8.01, 8.01],
  "lumo_ha": [-0.183, -0.183],
  "species": ["H", "H", "H", "C", "N", "O", "C", "H", "C", "P", "H", "H", "H"],
  "xyz": [[-1.76902, -1.18032, -0.88508], [0.02126, 0.87843, 1.74817], [0.35353, -1.57189, -0.01342], [0.58556, 0.05211, 1.27383], [-1.50986, -0.73061, -0.01689], [0.38910, -0.06793, -1.20917], [0.08674, -0.58818, 0.05051], [-1.73485, -1.36172, 0.89958], [1.12492, 1.03328, -1.20687], [1.60221, 2.14901, -0.07016], [1.29879, 1.31705, -2.17062], [-2.05428, 0.13369, -0.02382], [1.60589, -0.06293, 1.62394]],
  "forces_ev_per_angstrom": [[0.0475, -0.6833, -0.1750], [-0.0391, -0.9695, 0.0365], [0.8023, -2.7710, 0.0173], [0.4349, 3.7837, -1.2055], [0.5804, -1.3391, 3.2312], [0.2441, -0.1788, -0.3279], [-1.5617, 1.4028, 0.8800], [0.0934, 1.9045, -2.9267], [-0.2528, 1.3578, 1.5850], [-0.9167, -2.5477, 1.1642], [0.6006, 0.6167, -2.9016], [0.3114, 0.2378, 0.5474], [-0.3442, -0.8140, 0.0750]],
  "mulliken_charge": [0.3480, 0.4649, 0.3146, -1.5043, -0.4342, -0.3767, 0.3827, 0.4399, -0.0374, 0.1582, 0.4229, 0.3312, 0.4901]
}

No. 12
{
  "formula": "C3H7NOP2",
  "method": "ωB97M-V/def2-TZVPD",
  "total_charge": 0,
  "energy_ha": -931.072076,
  "gap_ev": 8.21,
  "lumo_ha": -0.025,
  "species": ["O", "H", "H", "P", "H", "H", "N", "H", "C", "P", "C", "C", "H", "H"],
  "xyz": [[-2.10198, -0.64704, -1.33704], [3.64844, 2.25028, -0.19228], [1.66576, -1.15409, 0.56718], [3.67155, 1.08793, 0.64641], [0.68968, 0.39183, -1.10574], [-0.69133, -1.89454, -0.33868], [2.10590, 1.04558, 0.62032], [-2.83416, 0.39108, 0.45275], [-2.45379, -0.66689, 0.01969], [1.02194, -0.06839, 1.31947], [-0.11080, 0.21663, -0.28860], [-1.05587, -0.88203, -0.39920], [-0.41246, 1.29577, -0.20722], [-3.14288, -1.36612, 0.24294]],
  "forces_ev_per_angstrom": [[0.0190, -0.3310, -0.8890], [0.8733, 0.0540, 0.1195], [-0.5462, -0.0343, 1.1055], [-0.5802, 0.5590, -0.5223], [-1.3316, -1.2267, 0.9771], [0.2497, -0.2337, -0.2415], [0.5676, 0.4386, 1.0628], [1.3251, -2.2420, -0.9193], [0.4629, 5.0752, 0.2872], [-0.1142, -0.4354, -3.0539], [3.3337, 1.9638, 0.8613], [-1.6527, 0.4996, -0.0568], [-0.8501, -1.2592, 0.2584], [-1.7563, -2.8279, 1.0110]],
  "mulliken_charge": [-0.4330, 0.0523, 0.0315, -0.0290, 0.3131, 0.3682, -0.0916, 0.1456, -0.4956, 0.0262, -0.8605, 0.2731, 0.3750, 0.3246]
}